C17H26Br12ClNO5 | wB97M-V/def2-TZVPD

Computed properties:
**Max |F|**: 2.12 eV/Å
**Net charge**: 0
**Lowest unoccupied orbital energy**: -0.32 eV
**Frontier orbital gap**: 0.34967 Eh
**E_HOMO**: -9.837 eV
**DFT total energy**: -32442.60384 Ha

```
62
C17H26Br12ClNO5 (wB97M-V/def2-TZVPD)
C 1.871 1.249 3.296
C 0.595 1.871 2.739
C 0.224 1.510 1.271
C 1.496 1.275 0.487
C -0.751 0.327 1.217
C -2.020 0.766 1.988
C -3.310 0.034 1.576
C -4.210 -0.160 2.810
O -4.104 -1.448 3.376
O -0.033 -0.772 1.804
C -0.653 -1.575 2.700
O -0.627 -1.375 3.882
Cl -1.375 -3.065 2.115
N -1.183 -0.047 -0.165
C -0.752 -1.346 -0.736
C 0.614 -1.751 -1.256
O -1.642 -2.149 -0.848
C -1.256 0.997 -1.092
C -2.192 2.157 -0.853
O -0.636 0.994 -2.135
H 1.951 0.227 2.980
H 2.746 1.807 2.999
H 1.832 1.217 4.376
H 0.729 2.947 2.750
H -0.202 1.658 3.439
H -0.234 2.403 0.880
H 2.202 2.067 0.700
H 1.353 1.292 -0.585
H 1.989 0.350 0.734
H -1.896 0.792 3.057
H -2.170 1.794 1.681
H -3.878 0.614 0.868
H -3.099 -0.960 1.209
H -5.252 0.036 2.556
H -3.947 0.531 3.594
H -4.146 -2.114 2.689
H 1.502 -1.526 -0.683
H 0.583 -2.828 -1.323
H 0.711 -1.402 -2.277
H -1.831 2.846 -0.105
H -2.275 2.681 -1.788
H -3.182 1.795 -0.621
C -4.859 4.073 3.433
Br -5.988 2.771 4.281
Br -3.003 3.533 3.383
Br -5.495 4.534 1.675
H -4.909 4.967 4.036
C 1.101 -1.544 -5.789
Br -0.089 -2.815 -6.612
Br 0.205 -0.446 -4.493
Br 2.639 -2.411 -5.009
H 1.464 -0.895 -6.571
C 5.739 -3.375 -7.024
Br 6.283 -5.144 -7.553
Br 6.837 -2.691 -5.596
Br 5.689 -2.166 -8.520
H 4.731 -3.450 -6.644
C 5.265 -1.833 -0.513
Br 6.762 -0.639 -0.318
Br 4.533 -2.349 1.189
Br 3.920 -1.107 -1.685
H 5.634 -2.734 -0.978
```

***

C8H17CeFO3S | wB97M-V/def2-TZVPD

Computed properties:
**Max |F|**: 2.80 eV/Å
**Net charge**: +3
**Lowest unoccupied orbital energy (spin up / spin down)**: -16.03 / -15.52 eV
**Expectation value of S²**: 0.751
**Relative energy (zero: lowest compared OMol25 entry of this formula, charge and spin)**: 0.00 kcal/mol
**Frontier orbital gap (spin up / spin down)**: 0.17641 / 0.19521 Eh
**E_HOMO (spin up / spin down)**: -20.834 / -20.835 eV
**Multiplicity**: 2
**DFT total energy**: -1512.61259 Ha

```
31
C8H17CeFO3S (wB97M-V/def2-TZVPD)
C -1.174 -0.917 4.164
C -0.090 -0.991 3.079
C 0.575 -2.384 3.127
C -0.728 -0.811 1.699
C -1.197 0.608 1.324
O -0.279 1.136 0.335
S -1.055 1.790 -0.958
O -1.884 0.617 -1.442
O 0.155 1.784 -1.937
C -0.046 1.433 -3.366
C 1.206 1.846 -4.134
C 2.327 0.825 -4.068
F 0.747 1.916 -5.436
H -0.683 -1.032 5.131
H -1.675 0.054 4.197
H -1.917 -1.707 4.033
H 0.693 -0.244 3.240
H -0.136 -3.150 3.440
H 1.406 -2.383 3.832
H 1.012 -2.666 2.152
H 0.066 -1.111 0.962
H -1.596 -1.512 1.666
H -2.224 0.547 0.953
H -1.258 1.178 2.254
H -0.168 0.340 -3.455
H -0.924 1.922 -3.789
H 1.529 2.851 -3.852
H 3.292 1.295 -4.246
H 2.369 0.322 -3.091
H 2.187 0.093 -4.867
Ce -0.528 -1.646 -0.949
```

***

C13H33N4O8P2 | wB97M-V/def2-TZVPD

Computed properties:
**Max |F|**: 7.43 eV/Å
**Net charge**: +1
**Lowest unoccupied orbital energy**: -4.07 eV
**Frontier orbital gap**: 0.29002 Eh
**E_HOMO**: -11.964 eV
**DFT total energy**: -2018.48080 Ha

```
60
C13H33N4O8P2 (wB97M-V/def2-TZVPD)
C 5.280 0.586 1.511
C 4.442 1.830 1.524
C 4.969 2.993 0.735
N 3.357 1.985 2.185
C 2.344 0.925 2.189
C 2.132 0.210 0.882
C 1.707 1.166 -0.239
N 1.277 2.486 0.277
C 0.673 2.442 1.518
N -0.362 3.305 1.781
N 1.071 1.637 2.488
H 5.203 0.111 0.528
H 4.900 -0.132 2.231
H 6.332 0.807 1.659
H 5.958 3.308 1.065
H 4.956 2.760 -0.328
H 4.320 3.852 0.896
H 2.562 0.223 2.995
H 2.968 -0.405 0.563
H 1.300 -0.482 1.029
H 0.844 0.746 -0.748
H 2.472 1.287 -0.997
H 2.083 3.108 0.337
H -1.324 3.032 1.644
H -0.103 4.244 2.029
H 1.194 2.192 3.335
C -5.761 -0.573 0.882
O -4.901 0.583 0.952
P -4.154 1.192 -0.386
O -3.662 2.459 0.244
O -5.577 1.348 -1.156
C -6.529 2.301 -0.675
O -3.310 1.271 -1.783
C -3.819 2.026 -2.886
H -5.411 -1.319 1.592
H -6.764 -0.260 1.168
H -5.797 -1.007 -0.114
H -6.208 2.766 0.256
H -7.481 1.796 -0.514
H -6.660 3.067 -1.438
H -4.110 3.023 -2.558
H -4.655 1.524 -3.365
H -3.005 2.098 -3.604
C -0.374 -1.852 -1.834
O 1.025 -2.196 -1.888
P 1.697 -3.237 -0.799
O 3.018 -3.372 -1.459
O 0.658 -4.437 -1.083
C 0.727 -5.122 -2.341
O 2.103 -3.698 0.704
C 2.091 -5.089 1.042
H -0.477 -0.768 -1.790
H -0.845 -2.207 -2.749
H -0.881 -2.300 -0.980
H 1.446 -4.662 -3.017
H -0.260 -5.110 -2.801
H 1.016 -6.154 -2.151
H 2.643 -5.661 0.297
H 1.077 -5.469 1.140
H 2.585 -5.172 2.007
```

***

CBr7O3Sr4 | wB97M-V/def2-TZVPD

Computed properties:
**Max |F|**: 6.48 eV/Å
**Net charge**: -1
**Lowest unoccupied orbital energy**: -1.33 eV
**Frontier orbital gap**: 0.14543 Eh
**E_HOMO**: -5.284 eV
**DFT total energy**: -18405.34499 Ha

```
15
CBr7O3Sr4 (wB97M-V/def2-TZVPD)
Sr 3.518 0.743 1.766
Sr 1.850 2.600 -1.412
Sr -5.090 0.503 1.989
Sr 0.489 -2.100 -0.574
C 2.768 -0.387 -0.990
O 2.735 -1.261 -1.782
O 1.743 0.017 -0.097
O 3.905 0.385 -0.883
Br 2.943 3.634 1.062
Br 1.219 -6.008 -0.702
Br -7.192 -0.234 0.752
Br -1.984 1.144 3.422
Br -4.305 -2.236 1.457
Br -1.678 -0.441 -2.452
Br -0.921 3.640 -1.558
```

***

CH9NO3 | wB97M-V/def2-TZVPD

Computed properties:
**Max |F|**: 4.16 eV/Å
**Net charge**: 0
**Lowest unoccupied orbital energy**: 0.50 eV
**Relative energy (zero: lowest compared OMol25 entry of this formula, charge and spin)**: 40.47 kcal/mol
**Frontier orbital gap**: 0.37773 Eh
**E_HOMO**: -9.784 eV
**DFT total energy**: -323.90309 Ha

```
14
CH9NO3 (wB97M-V/def2-TZVPD)
C -2.207 2.114 -0.212
N -1.335 3.051 -0.397
H -2.708 2.285 0.706
H -2.505 1.193 -0.717
H -0.680 3.024 -1.215
O -0.738 -4.752 2.712
H -0.728 -4.166 1.913
H -1.395 -4.358 3.309
O 2.872 1.071 -1.097
H 3.303 0.490 -0.432
H 3.669 1.687 -1.053
O 0.642 -0.501 -1.050
H 1.270 0.133 -1.253
H 0.155 -0.874 -1.724
```

***

H13O6 | wB97M-V/def2-TZVPD

Computed properties:
**Max |F|**: 4.51 eV/Å
**Net charge**: +1
**Lowest unoccupied orbital energy**: -2.92 eV
**Relative energy (zero: lowest compared OMol25 entry of this formula, charge and spin)**: 21.70 kcal/mol
**Frontier orbital gap**: 0.43666 Eh
**E_HOMO**: -14.799 eV
**DFT total energy**: -458.98377 Ha

```
19
H13O6 (wB97M-V/def2-TZVPD)
O 3.799 2.233 0.269
H 4.452 2.704 0.822
H 3.696 2.924 -0.385
O -1.763 -3.935 0.450
H -2.497 -4.155 1.036
H -1.155 -4.681 0.629
O -0.071 2.320 1.514
H -0.254 2.113 2.467
H -0.958 2.470 1.109
O -0.130 -0.635 -1.451
H 0.077 -1.489 -1.715
H -1.145 -0.640 -1.134
O -2.576 -0.900 -0.863
H -2.833 -1.807 -0.889
H -3.272 -0.372 -1.339
O 1.153 1.036 -0.204
H 0.449 0.174 -0.917
H 2.147 1.097 0.023
H 0.882 1.544 0.580
```

***

C21H30N4O2S | wB97M-V/def2-TZVPD

Computed properties:
**Max |F|**: 1.09 eV/Å
**Net charge**: 0
**Lowest unoccupied orbital energy**: 0.68 eV
**Relative energy (zero: lowest compared OMol25 entry of this formula, charge and spin)**: 67.42 kcal/mol
**Frontier orbital gap**: 0.33176 Eh
**E_HOMO**: -8.350 eV
**DFT total energy**: -1585.90029 Ha

```
58
C21H30N4O2S (wB97M-V/def2-TZVPD)
C 4.011 -5.329 2.947
C 3.318 -3.969 2.910
N 2.056 -3.948 2.198
C 0.826 -4.280 2.878
C 0.651 -5.745 3.272
S 2.115 -4.366 0.579
O 1.697 -5.723 0.350
O 3.403 -3.968 0.090
C 0.881 -3.275 -0.090
C 1.148 -1.914 -0.170
C 0.192 -1.069 -0.685
C -1.032 -1.622 -1.113
N -2.074 -0.929 -1.625
C -2.202 0.475 -1.952
C -1.193 0.946 -3.006
C -1.439 2.417 -3.329
N -1.314 3.213 -2.125
C -1.328 4.641 -2.393
C -0.901 5.423 -1.180
C -1.592 6.555 -0.772
C -1.175 7.270 0.339
C -0.067 6.854 1.056
C 0.626 5.723 0.656
C 0.213 5.014 -0.456
C -2.331 2.838 -1.161
C -2.127 1.391 -0.726
N -1.271 -2.941 -1.031
C -0.342 -3.735 -0.540
H 4.996 -5.224 3.396
H 3.441 -6.056 3.518
H 4.124 -5.695 1.930
H 3.967 -3.263 2.386
H 3.135 -3.595 3.922
H 0.750 -3.637 3.762
H 0.025 -3.999 2.187
H 0.868 -6.376 2.415
H 1.310 -6.013 4.094
H -0.376 -5.916 3.588
H 2.106 -1.549 0.166
H 0.385 -0.013 -0.756
H -2.837 -1.536 -1.881
H -3.205 0.585 -2.383
H -1.294 0.345 -3.911
H -0.177 0.833 -2.633
H -0.693 2.760 -4.051
H -2.438 2.533 -3.791
H -2.321 4.986 -2.734
H -0.614 4.833 -3.202
H -2.461 6.881 -1.326
H -1.720 8.150 0.646
H 0.256 7.410 1.924
H 1.491 5.395 1.214
H 0.743 4.129 -0.774
H -2.242 3.499 -0.295
H -3.347 2.961 -1.583
H -1.157 1.305 -0.243
H -2.895 1.107 -0.004
H -0.573 -4.791 -0.503
```

***

C6H6I2N2 | wB97M-V/def2-TZVPD

Computed properties:
**Max |F|**: 3.53 eV/Å
**Net charge**: 0
**Lowest unoccupied orbital energy (spin up / spin down)**: -2.42 / -2.15 eV
**Relative energy (zero: lowest compared OMol25 entry of this formula, charge and spin)**: 109.85 kcal/mol
**Frontier orbital gap (spin up / spin down)**: 0.21221 / 0.24133 Eh
**E_HOMO (spin up / spin down)**: -8.192 / -8.717 eV
**DFT total energy**: -936.90634 Ha

```
16
C6H6I2N2 (wB97M-V/def2-TZVPD)
C 0.458 -1.848 1.611
C -0.640 -0.976 1.664
C 1.330 -1.780 0.587
C -0.923 -0.164 0.543
C 1.128 -0.907 -0.487
C 0.037 -0.114 -0.428
N -1.364 2.164 -1.566
N -0.493 1.469 -2.121
I -0.564 3.814 0.291
I 1.389 1.989 -3.100
H 0.589 -2.674 2.428
H -1.356 -0.984 2.587
H 2.036 -2.499 0.612
H -1.707 0.558 0.763
H 1.893 -0.961 -1.313
H -1.813 2.915 -2.071
```

***

C15H17F3N6O6S | wB97M-V/def2-TZVPD

Computed properties:
**Max |F|**: 4.01 eV/Å
**Net charge**: 0
**Lowest unoccupied orbital energy**: -0.10 eV
**Frontier orbital gap**: 0.27930 Eh
**E_HOMO**: -7.699 eV
**DFT total energy**: -2059.23436 Ha

```
48
C15H17F3N6O6S (wB97M-V/def2-TZVPD)
C -2.051 1.114 1.975
N -1.258 -0.055 1.715
C -1.982 -1.314 1.893
C -1.274 -2.420 1.182
C 0.124 -2.489 1.724
N 0.762 -1.170 1.744
C 2.182 -1.344 1.958
C 2.813 -0.038 2.303
C 2.282 1.010 1.384
N 0.823 1.192 1.633
C 0.107 0.018 1.685
H -1.691 1.946 1.371
H -3.084 0.948 1.627
H -2.054 1.397 3.047
H -2.035 -1.560 2.967
H -2.994 -1.185 1.504
H -1.761 -3.383 1.369
H -1.232 -2.263 0.101
H 0.107 -2.895 2.762
H 0.761 -3.181 1.135
H 2.348 -2.099 2.755
H 2.625 -1.750 1.028
H 2.599 0.224 3.345
H 3.897 -0.107 2.203
H 2.784 1.953 1.600
H 2.429 0.740 0.324
O -1.370 2.598 -2.112
S -0.131 2.792 -1.418
O 0.903 1.760 -1.383
C 0.755 4.225 -2.338
F 1.073 3.782 -3.570
F -0.024 5.318 -2.458
F 1.892 4.568 -1.694
C -0.541 3.151 0.307
C 0.381 2.585 1.462
C -0.015 3.260 2.701
N 0.417 2.911 3.956
O 1.365 2.282 4.408
O -0.535 3.511 4.855
N -1.388 4.320 4.187
C -1.030 4.196 2.861
C -1.691 4.797 1.735
N -2.785 5.762 1.800
O -3.044 6.427 2.824
O -3.479 5.880 0.753
C -1.414 4.208 0.481
H 1.311 3.101 1.206
H -1.969 4.590 -0.373
```

***

C27H35BF7NO27P | wB97M-V/def2-TZVPD

Computed properties:
**Max |F|**: 5.17 eV/Å
**Net charge**: -1
**Lowest unoccupied orbital energy**: 1.96 eV
**Frontier orbital gap**: 0.27251 Eh
**E_HOMO**: -5.454 eV
**DFT total energy**: -4201.63447 Ha

```
99
C27H35BF7NO27P (wB97M-V/def2-TZVPD)
C 4.614 -1.417 2.810
N 3.426 -1.369 1.970
C 3.717 -1.051 0.550
C 2.405 -0.600 2.519
O 2.507 0.003 3.535
C 1.123 -0.569 1.750
B -0.114 -1.432 2.364
C 0.117 -3.079 2.434
C 1.197 -3.618 1.572
O 1.318 -3.444 0.435
O 2.110 -4.348 2.245
P -1.647 -1.108 1.225
O -1.447 -1.640 -0.120
O -1.856 0.536 1.148
O -2.995 -1.747 1.899
H 5.358 -0.734 2.418
H 4.414 -1.275 3.859
H 5.035 -2.419 2.707
H 4.718 -1.383 0.307
H 3.041 -1.655 -0.044
H 3.570 -0.019 0.327
H 0.834 0.482 1.764
H 1.283 -0.806 0.704
H -0.403 -1.058 3.479
H -0.810 -3.567 2.141
H 0.297 -3.412 3.449
H 2.672 -4.782 1.592
H -1.579 0.845 2.025
H -3.607 -1.969 1.183
C 2.134 2.217 -3.674
C 1.377 2.081 -2.371
O 2.161 1.136 -1.661
C 3.443 1.284 -2.097
O 4.390 0.838 -1.533
O 3.487 1.998 -3.252
F 0.137 1.568 -2.569
H 1.848 1.457 -4.385
H 2.021 3.192 -4.130
H 1.296 3.002 -1.789
C -4.144 1.878 5.248
C -3.995 3.308 4.796
O -2.592 3.452 4.663
C -2.104 2.213 4.350
O -1.031 2.009 3.902
O -3.031 1.251 4.605
F -4.442 4.180 5.743
H -4.049 1.776 6.331
H -5.081 1.428 4.930
H -4.472 3.528 3.846
C -1.638 -0.523 -3.115
C -2.614 -0.515 -4.258
O -2.042 0.443 -5.140
C -0.696 0.411 -4.919
O 0.112 0.886 -5.651
O -0.404 -0.222 -3.784
F -3.842 -0.082 -3.877
H -1.847 0.255 -2.382
H -1.582 -1.477 -2.598
H -2.716 -1.470 -4.775
C -5.957 -4.056 4.139
C -6.324 -2.594 4.194
O -5.787 -2.098 2.985
C -5.794 -3.132 2.097
O -5.663 -3.013 0.926
O -5.984 -4.317 2.733
F -5.728 -1.964 5.237
H -4.955 -4.241 4.526
H -6.666 -4.691 4.667
H -7.398 -2.397 4.224
C -5.019 3.145 -0.853
C -3.715 3.055 -0.101
O -3.983 3.818 1.068
C -5.318 3.710 1.302
O -5.832 3.985 2.338
O -5.971 3.233 0.217
F -2.708 3.644 -0.792
H -5.079 4.043 -1.470
H -5.208 2.274 -1.476
H -3.420 2.044 0.183
C 0.136 0.587 -8.628
C 1.044 -0.458 -8.032
O 2.078 0.331 -7.453
C 1.511 1.530 -7.116
O 1.993 2.324 -6.369
O 0.313 1.687 -7.728
F 1.583 -1.258 -8.993
H 0.453 0.883 -9.630
H -0.904 0.273 -8.660
H 0.580 -1.073 -7.262
C 8.048 0.066 0.508
C 8.467 0.231 1.948
O 9.713 -0.447 1.987
C 10.252 -0.352 0.735
O 11.385 -0.573 0.473
O 9.314 0.036 -0.165
F 7.602 -0.379 2.789
H 7.521 -0.874 0.339
H 7.431 0.885 0.147
H 8.607 1.266 2.263
```

***

C4H7NO2S | wB97M-V/def2-TZVPD

Computed properties:
**Max |F|**: 3.42 eV/Å
**Net charge**: 0
**Lowest unoccupied orbital energy**: 0.69 eV
**Relative energy (zero: lowest compared OMol25 entry of this formula, charge and spin)**: 73.71 kcal/mol
**Frontier orbital gap**: 0.40982 Eh
**E_HOMO**: -10.457 eV
**DFT total energy**: -759.95909 Ha

```
15
C4H7NO2S (wB97M-V/def2-TZVPD)
C 0.959 -0.334 0.177
C -0.204 0.652 0.092
C -1.251 -0.078 -0.693
C -2.084 -0.688 0.111
S -1.875 -0.022 1.823
O -3.050 0.758 2.171
O -1.513 -1.131 2.606
N -0.627 0.998 1.472
H 0.358 -1.288 0.459
H 1.819 -0.107 0.852
H 1.353 -0.777 -0.793
H 0.180 1.511 -0.434
H -1.219 0.078 -1.720
H -2.848 -1.396 0.099
H -1.040 1.885 1.583
```

***

C23H23Br2ClNO4Zr | wB97M-V/def2-TZVPD

Computed properties:
**Max |F|**: 0.58 eV/Å
**Net charge**: +1
**Lowest unoccupied orbital energy**: -3.94 eV
**Relative energy (zero: lowest compared OMol25 entry of this formula, charge and spin)**: 0.00 kcal/mol
**Frontier orbital gap**: 0.24717 Eh
**E_HOMO**: -10.662 eV
**DFT total energy**: -6901.15909 Ha

```
55
C23H23Br2ClNO4Zr (wB97M-V/def2-TZVPD)
Zr 0.989 0.346 0.012
C 1.938 3.187 -1.806
C 1.842 3.501 -0.346
C 2.011 4.814 0.126
C 1.838 5.101 1.454
C 1.503 4.075 2.360
C 1.261 4.228 3.751
Br 1.393 5.930 4.546
C 0.922 3.152 4.519
C 0.823 1.858 3.961
Br 0.360 0.404 5.046
C 1.081 1.661 2.631
O 1.030 0.480 1.990
C 1.391 2.783 1.827
N 1.555 2.514 0.492
H 2.638 3.855 -2.304
H 0.960 3.313 -2.273
H 2.274 2.161 -1.974
H 2.268 5.592 -0.579
H 1.953 6.114 1.817
H 0.727 3.275 5.575
C 4.435 -2.257 -0.310
C 3.240 -1.439 0.169
C 2.006 -2.337 0.356
C 2.913 -0.287 -0.808
H 4.700 -3.029 0.414
H 5.303 -1.616 -0.463
H 4.205 -2.747 -1.259
H 3.493 -1.008 1.144
H 1.561 -2.624 -0.601
H 1.214 -1.926 1.011
H 2.268 -3.259 0.877
H 2.828 -0.683 -1.829
H 3.699 0.474 -0.808
C -3.820 -3.250 -3.626
C -3.980 -3.205 -2.134
C -4.561 -4.249 -1.434
C -4.711 -4.185 -0.056
Cl -5.442 -5.512 0.786
C -4.278 -3.081 0.649
C -3.687 -2.026 -0.036
C -3.550 -2.089 -1.411
O -2.980 -1.091 -2.183
C -2.717 0.155 -1.617
C -1.318 0.221 -1.063
O -0.634 1.298 -1.099
O -0.764 -0.798 -0.536
H -4.142 -4.214 -4.016
H -2.782 -3.087 -3.916
H -4.413 -2.470 -4.106
H -4.906 -5.125 -1.967
H -4.392 -3.041 1.723
H -3.325 -1.182 0.534
H -3.414 0.415 -0.812
H -2.811 0.911 -2.396
```